No. 1
Entry from OMol25: C31H47LaNO3P2S as an isolated structure at a distorted geometry (ωB97M-V with the def2-TZVPD basis set).

The geometry in XYZ format:
```
86
Properties=species:S:1:pos:R:3:forces:R:3:lowdin_charge:R:1
H 2.170403 -0.040325 4.685910 -0.453 -0.058 0.069 0.07
C 3.050318 -1.520986 2.524112 0.612 -0.019 0.040 -0.08
C 3.397223 2.375086 0.159827 0.118 0.450 0.178 -0.27
C -1.643882 -3.528195 1.889172 -0.274 -0.267 0.045 -0.07
S 0.561818 2.949073 2.730666 -0.169 -1.378 -0.240 0.67
H 3.440783 -0.480941 -2.417779 0.244 0.167 0.206 0.02
H -2.395754 -1.222914 -3.836891 0.185 1.109 -1.116 0.07
O 1.642483 2.415890 3.524581 -0.624 0.370 -0.460 -0.28
C 0.756547 -1.312849 3.708261 -0.125 -1.113 -1.484 -0.24
H 1.640730 -1.254141 -3.277982 0.178 0.483 -0.517 0.11
C 3.915813 0.224191 -1.720690 0.008 0.092 -0.855 -0.30
H 1.173809 -1.013757 5.790530 -0.046 0.222 -0.390 0.10
C -1.501635 -0.637478 -4.175989 -1.672 -0.123 -2.033 -0.27
H 1.840955 -4.454733 1.170311 -0.111 0.245 -0.400 0.10
P -1.895297 -1.181958 -1.972998 1.431 0.534 2.980 0.91
H -1.683229 -0.629182 4.805383 -0.107 0.172 0.145 0.06
C -3.301625 3.023876 5.149646 0.471 0.103 -0.281 -0.04
H 0.456102 0.387365 4.954791 0.368 -0.231 0.092 0.07
C -1.067746 3.997726 4.833771 -0.230 -0.216 -0.320 -0.01
H -1.518094 -3.792580 0.831655 -0.061 -0.069 0.084 0.05
C 0.851200 1.619288 -1.367369 2.793 2.174 0.697 -0.45
C 0.727262 -1.166830 -5.302980 0.138 -0.674 -0.802 -0.18
H 0.822544 2.767675 -4.223504 -0.076 -0.499 -0.151 0.12
C -0.546938 -1.872318 3.529383 1.543 -0.058 -0.972 -0.25
C -2.293451 3.938325 5.526845 0.020 -0.230 -0.321 -0.04
H -2.627881 -1.797906 3.872518 -0.140 0.071 0.088 0.07
C -3.096503 2.166220 4.060864 0.064 0.130 -0.392 0.01
P 2.672648 0.866358 -0.552470 -1.992 -0.591 0.810 0.88
C -0.504582 -2.716839 2.398832 0.139 0.636 -0.181 -0.30
H -0.608051 1.066178 -6.221633 -0.155 -0.484 0.271 0.12
N -0.163084 1.702929 1.826899 -0.171 0.835 0.490 -0.19
H -4.310217 -1.562636 -1.923472 0.113 0.752 -0.021 0.07
H 0.530292 2.283051 -0.545961 0.492 0.037 0.047 0.05
C -0.773233 -1.430530 -5.273015 -0.303 -0.681 0.353 -0.17
C -1.429686 1.440579 2.220234 0.729 -1.060 -1.339 -0.51
H -2.481648 4.615285 6.367300 0.183 -0.319 -0.337 0.12
H -2.196591 1.323968 -3.687530 0.107 -0.362 -0.253 0.12
C 1.355478 -3.543752 0.766791 0.191 -0.522 -0.242 -0.09
H -3.832269 0.037026 -1.134898 0.417 -0.793 -0.388 0.06
H -2.577080 -2.962947 1.983349 -0.039 -0.174 -0.049 0.07
H 4.192872 2.801609 -0.468786 -0.323 -0.120 0.088 0.05
H 3.245914 -0.448759 2.675483 0.103 -0.259 -0.033 0.07
H 4.684063 -0.345015 -1.166493 -0.464 0.364 0.044 0.06
H -1.117525 2.467867 -5.376334 -0.035 -0.163 0.125 0.13
O -2.062495 0.503991 1.607785 0.365 1.274 0.597 -0.17
C -3.660484 -0.661107 -1.986230 -0.616 -0.647 -0.971 -0.25
H -4.247160 2.992690 5.698273 0.415 0.003 -0.171 0.11
H 3.643842 -2.084571 3.262161 0.025 0.206 -0.216 0.09
H -1.169848 1.519802 -2.127110 0.375 -0.132 0.430 0.08
C 0.824929 -2.703860 1.878192 -0.289 1.054 -0.603 -0.35
H -1.189207 -1.232176 -6.282576 -0.179 0.167 0.737 0.14
H -0.264459 4.681159 5.123422 -0.391 -0.224 -0.003 0.13
C 1.466454 0.766456 -3.932148 1.246 -1.010 -0.465 -0.16
H 1.249566 2.283895 -2.146093 -0.298 0.080 0.440 0.07
C -1.693264 -1.643137 4.413318 -0.616 -0.013 0.210 -0.04
H -0.959799 -2.496796 -5.102967 0.001 0.233 -0.142 0.10
H 2.626856 3.136213 0.352384 0.190 -0.213 -0.095 0.03
C 1.607412 -1.816424 2.674128 -1.442 0.543 0.432 -0.28
H -3.870060 -0.096644 -2.922952 -0.123 -0.516 0.482 0.05
C -0.899773 3.154288 3.727448 -0.367 0.752 1.044 -0.21
C -0.647400 1.490643 -5.214888 0.259 1.025 -0.564 -0.14
H 3.412911 -1.801364 1.523290 0.009 0.108 0.256 0.05
C 1.269224 -0.557031 -4.051916 1.474 0.680 -0.350 -0.14
H -0.135553 0.132898 -2.624209 0.296 1.662 1.053 -0.04
C 0.806187 1.802848 -4.766711 0.368 0.690 -0.719 -0.14
H 2.181737 1.162298 -3.198186 -0.681 -0.508 -0.389 0.07
C -1.898519 2.269631 3.341128 -0.253 -0.034 0.675 -0.15
H 1.385779 2.007778 -5.699963 -0.270 -0.165 0.622 0.14
La -0.136902 -0.255720 0.185984 0.436 -2.612 5.084 1.82
H -1.650144 -3.290032 -3.092646 0.807 -0.250 0.115 0.07
H 2.113423 -3.010339 0.161103 -0.139 -0.231 0.178 0.06
C -1.495325 0.722984 -4.275949 -0.935 -0.131 0.605 -0.07
H 4.415775 1.008930 -2.304640 -0.088 -0.184 0.094 0.05
H -3.846333 1.440327 3.714609 0.341 0.390 0.356 0.13
H -0.126275 -2.308689 -3.192242 -0.722 -0.445 0.706 0.03
H -1.697909 -2.326814 5.266515 -0.017 0.015 0.080 0.09
H 3.828748 2.124291 1.143434 -0.159 -0.014 -0.378 0.05
O 0.859250 4.066345 1.869790 -0.390 -0.301 0.189 -0.30
H 0.970229 -0.595934 -6.218609 0.049 0.112 0.700 0.13
C -0.324132 0.884593 -1.829114 -0.731 -0.184 -3.472 -0.53
C -0.940476 -2.661319 -2.520829 -0.936 -1.102 -0.673 -0.25
H 1.234798 -2.128001 -5.476915 -0.022 0.248 0.151 0.13
H 0.556325 -3.880104 0.079250 0.279 -0.013 0.268 0.04
H -0.498285 -3.231141 -1.678281 -0.547 0.398 -0.299 0.03
C 1.159996 -0.458123 4.830145 0.292 0.725 0.898 -0.06
H -1.762924 -4.464705 2.452471 -0.093 0.087 -0.167 0.09
```
Positions in Å, forces in eV/Å.

As for the total charge: +1. As for the highest occupied orbital energy (alpha / beta): -8.4 / -8.2 eV. For the gap between HOMO and LUMO (alpha / beta), the calculation gives 3.7 / 3.1 eV. The LUMO energy (alpha / beta) is -0.1709 / -0.1843 Ha.

No. 2
Entry from OMol25: a single C7H12O6 molecule at a distorted geometry (ωB97M-V with the def2-TZVPD basis set).

The geometry in XYZ format:
```
25
Properties=species:S:1:pos:R:3:forces:R:3:lowdin_charge:R:1
H -3.697287 0.276670 0.471320 0.216 -0.188 0.310 0.12
H 0.566763 -2.184621 1.198000 0.957 0.230 -0.095 0.12
H 1.238377 2.046428 -0.290739 0.159 -0.228 0.174 0.16
O 1.498065 -1.925241 1.001120 -0.687 0.236 -1.064 -0.02
C 0.173130 -0.549418 -0.499128 0.115 0.355 -0.629 -0.31
H -0.376792 3.742221 0.587807 -0.579 -0.353 -0.152 0.12
O -0.814689 2.133489 -0.787796 -0.022 0.785 -0.072 -0.02
H 1.435192 -2.214197 -1.088540 -0.198 0.370 0.319 0.16
C 2.723866 -0.609694 -0.603704 0.579 -0.036 0.249 -0.21
H 2.649373 -0.211918 1.167884 0.180 0.811 0.457 0.09
H -2.644752 -0.594809 1.741350 0.018 -0.128 -1.152 0.14
C 1.464887 -1.379600 -0.355166 -1.037 -1.156 0.344 -0.26
O -0.897835 -1.445621 -0.325732 0.787 -0.168 -0.101 0.02
H -2.286453 -0.281322 -1.389857 0.301 -0.283 0.000 0.17
H -1.564957 2.441553 1.217824 0.550 -0.179 -0.266 0.12
O -3.191563 -1.700321 -0.077930 0.651 0.520 -0.201 0.01
C -2.942092 -0.495608 0.668999 -0.704 0.509 0.930 -0.08
H 2.632907 -0.092935 -1.546327 0.137 0.124 -0.480 0.13
O 0.061396 0.422117 0.516135 0.804 1.082 -0.337 0.00
H 3.587355 -1.301208 -0.627934 -0.350 0.150 -0.220 0.13
C 0.252259 1.750298 0.039949 -1.671 -1.339 0.832 -0.30
C -2.120263 -0.846875 -0.468541 -1.166 -0.381 0.134 -0.35
O 2.921522 0.344864 0.415726 -0.064 -0.544 0.404 -0.05
C -0.746746 2.705473 0.536747 0.752 0.458 -0.165 -0.04
H 0.078340 -0.029734 -1.501474 0.273 -0.649 0.782 0.19
```
Positions in Å, forces in eV/Å.

Its SMILES is OC[C@@H](O)C(O[C@@H]1CO1)O[C@@H]1CO1. As for the highest occupied orbital energy: -10.3 eV. For the gap between HOMO and LUMO, the calculation gives 11.1 eV. The LUMO energy is 0.0301 Ha.

Values of energy relative to the best compared isomer or geometry (same formula, charge and spin), in order: 151.3; 76.8, all in kcal/mol.